Record 1
43
Properties=species:S:1:pos:R:3:forces:R:3:nbo_charge:R:1 method="wB97M-V/def2-TZVPD" fmax_ev_per_a=19.957 charge=0 orbital_gap_ev=8.89 homo_energy_ev=-8.319
C -5.392391 -0.893857 -0.127227 -2.2787 -3.1448 -4.4408 -0.2457
H -5.167168 -1.168385 0.836810 0.0754 -0.1813 2.2708 0.1924
H -5.020565 -1.662339 -0.859534 -1.6911 -1.2168 1.5320 0.1920
H -6.425873 -0.649531 -0.424364 0.1250 -0.2939 0.9326 0.1810
O -4.668519 0.071234 -0.707731 0.8326 3.9133 -0.0777 -0.4650
C -3.388215 0.177033 -0.404949 -7.5415 8.3659 -4.1626 0.1124
C -2.838476 1.333248 -0.688410 2.6489 9.0258 -5.1388 -0.1074
C -1.403616 1.684005 -0.947281 -4.1375 -3.1754 3.0008 -0.2773
C -0.591337 0.684032 -0.478564 2.7363 -3.4550 2.5858 0.0149
C -1.079977 -0.587485 0.009844 -2.2344 2.2158 -0.3438 -0.2937
C -2.545690 -0.566657 0.011805 10.8782 -15.8051 5.4922 0.2959
O -3.154831 -1.859469 0.286838 3.0047 -2.4839 1.0750 -0.6074
C -2.186429 -3.174710 0.715784 2.4989 9.9427 2.2663 -0.2024
H -2.853358 -3.733541 1.104177 -4.7115 -4.7222 1.3576 0.1802
H -1.517331 -3.322939 -0.078286 0.6980 -0.7288 -0.6772 0.2125
H -1.721861 -2.741616 1.852863 -0.4645 -1.2089 -3.7047 0.1794
H -0.438549 -1.493554 0.420614 -1.5954 2.4479 -1.0609 0.2691
C 0.936737 0.728426 -0.223240 0.1279 1.5266 -4.1071 -0.1620
C 1.528086 0.728284 1.093789 -10.3297 -1.5799 6.6987 -0.3655
H 0.919476 -0.168916 1.780138 2.0047 1.8357 -1.8179 0.1987
H 2.457281 0.466395 1.104850 5.8320 -0.7859 0.3656 0.1936
C 0.937507 2.059935 1.940281 5.1559 -0.6654 -4.6940 -0.3838
H 1.644877 2.290929 2.728316 -0.2065 0.1586 0.2130 0.1973
H -0.057952 2.002864 2.250030 -1.4995 -0.2270 0.1210 0.1977
C 1.278630 3.174015 0.429443 5.5100 -5.5022 4.4086 -0.3848
H 2.227898 3.656402 0.875010 -1.6169 -0.3315 -1.3185 0.2094
C 1.514579 2.006459 -0.613791 -5.3119 8.8486 -1.7043 -0.3966
H 1.074959 2.800099 -1.518973 0.9915 -3.2282 1.2030 0.2193
H 2.495139 2.084773 -0.703535 4.5734 -0.5192 -0.8033 0.1886
H 0.447349 3.616044 0.650103 -4.8827 3.4404 -0.3473 0.1896
C 1.593758 -0.154914 -1.313154 -1.4651 -7.4285 6.4402 -0.2020
N 2.954638 -0.546444 -1.180587 3.0993 1.4843 1.0377 -0.6015
C 3.458483 -1.597600 -0.406518 -5.6122 -5.3973 -0.7357 0.6670
O 2.661446 -2.644104 -0.070521 3.5942 5.5849 -1.1818 -0.6532
C 4.901002 -1.751566 -0.263014 -8.1925 7.1484 4.6426 -0.6553
H 5.254767 -2.412246 0.257423 2.8546 -7.7254 5.6168 0.2253
H 5.301190 -0.841709 0.167620 -0.2730 0.7539 1.2317 0.2162
H 5.414302 -1.611327 -0.974431 6.2142 0.8290 -11.1273 0.2213
H 3.627979 0.239269 -1.293608 -0.4194 -0.9966 0.0649 0.3739
H 1.306441 0.195074 -2.198344 -0.8536 0.9090 -3.8771 0.2076
H 1.167531 -1.304562 -0.964345 0.3723 2.9024 -1.9306 0.2373
H -1.143051 2.690626 -0.909783 0.5129 1.4862 -0.7569 0.2224
H -3.508859 2.198335 -1.165541 0.9764 -2.0163 1.4510 0.2084

---

Record 2
45
Properties=species:S:1:pos:R:3:forces:R:3:nbo_charge:R:1 method="wB97M-V/def2-TZVPD" fmax_ev_per_a=0.699 charge=0 orbital_gap_ev=9.83 homo_energy_ev=-9.007
C -4.521971 -2.782536 -0.007437 -0.0645 0.1722 0.1286 -0.6094
C -4.914242 -1.379386 0.437571 0.2907 0.0416 -0.3104 -0.4226
C -4.545182 -0.328546 -0.606956 -0.5521 0.1424 0.4042 -0.0758
H -4.985793 -0.568999 -1.576669 0.0454 0.0419 0.0745 0.1881
H -4.876028 0.662153 -0.277866 0.0305 -0.1325 -0.1361 0.2004
O -3.135566 -0.290680 -0.840775 0.0549 -0.2521 -0.3597 -0.5041
C -2.392637 0.389946 0.028580 0.3268 0.0528 0.1479 0.8038
O -2.831153 1.008524 0.964581 -0.1147 -0.0420 0.0355 -0.6072
C -0.934379 0.322667 -0.348311 0.1018 -0.0654 -0.0397 -0.3309
C 0.014013 0.468866 0.839191 0.1406 -0.0926 -0.0812 -0.3263
C 1.015820 -0.639615 1.117338 -0.3749 0.4390 0.0316 0.7150
O 0.775664 -1.813088 1.281425 -0.1184 -0.5263 -0.0471 -0.6278
N 2.232129 -0.059876 1.243305 0.2914 0.1375 0.1072 -0.4309
C 3.421789 -0.821981 1.523592 0.2016 -0.1836 -0.0643 -0.2153
H 4.043927 -0.258488 2.227399 -0.0628 -0.0781 0.0257 0.1947
C 4.230759 -1.167454 0.268609 -0.5043 -0.0112 -0.0434 -0.4369
C 3.402698 -1.970917 -0.745007 0.2912 -0.1523 0.1031 -0.0689
O 2.447184 -1.206155 -1.440664 -0.1940 0.0211 0.0702 -0.5445
C 2.960896 -0.450864 -2.505273 0.0214 -0.0029 -0.0843 -0.2431
H 3.406189 -1.100711 -3.271108 -0.0115 0.0329 0.0276 0.1613
H 3.716439 0.273153 -2.179858 -0.0039 0.0268 -0.0124 0.1568
H 2.118909 0.094229 -2.924638 0.0862 0.0420 -0.0684 0.2021
H 2.826928 -2.734609 -0.215868 0.1116 -0.0180 -0.0379 0.2066
H 4.078511 -2.464686 -1.460304 -0.0843 0.0041 0.0472 0.1643
H 4.599272 -0.253531 -0.200835 0.1348 0.0068 -0.0299 0.1980
H 5.094128 -1.762782 0.568912 0.0805 0.0219 -0.0121 0.2154
H 3.088587 -1.747894 2.000608 0.0848 0.1010 0.0429 0.2310
C 2.278907 1.364758 0.984498 -0.0816 0.1274 -0.1150 -0.2182
C 0.922734 1.650024 0.377436 -0.1404 0.0084 0.5382 0.2165
C 0.078369 2.887367 0.564568 0.1472 0.0126 -0.3474 -0.1924
C -0.827275 2.815949 -0.404382 0.2823 0.1901 -0.0811 -0.2085
H -1.667355 3.449624 -0.604504 -0.2393 0.1727 0.0934 0.2263
C -0.479065 1.572090 -1.197231 -0.5392 -0.0109 -0.0748 0.0635
H -0.773898 1.541074 -2.242250 0.0338 -0.0037 0.0022 0.2139
O 0.918029 1.502430 -1.038158 0.3861 -0.3476 -0.0561 -0.4986
H 0.168464 3.580014 1.376651 -0.1070 0.2024 0.2386 0.2236
H 3.072832 1.611652 0.275891 0.0077 0.0561 0.0333 0.2143
H 2.433723 1.924986 1.915427 0.0219 0.0256 -0.1121 0.1969
H -0.538181 0.696103 1.755063 0.1139 -0.0313 -0.0483 0.2580
H -0.730793 -0.580986 -0.923951 -0.0320 0.0516 0.0567 0.2601
H -4.409502 -1.131261 1.372711 -0.1059 0.0635 0.0308 0.2177
H -5.990922 -1.323560 0.607286 -0.0183 0.0681 0.0422 0.2071
H -3.451423 -2.835418 -0.189230 0.0846 -0.0865 -0.0270 0.2155
H -5.042034 -3.051791 -0.924364 -0.0320 -0.0945 -0.1083 0.1980
H -4.777111 -3.507277 0.761301 0.0092 -0.1310 0.0155 0.2121

---

Record 3
50
Properties=species:S:1:pos:R:3:forces:R:3:nbo_charge:R:1 method="wB97M-V/def2-TZVPD" fmax_ev_per_a=1.654 charge=0 orbital_gap_ev=10.12 homo_energy_ev=-9.711
C 1.329105 -3.206656 0.007531 -0.2173 -0.5221 0.1067 -0.1647
C 0.665119 -2.555710 0.758218 0.0967 0.6971 -0.0603 -0.0701
C -0.208481 -1.814884 1.699132 0.5547 -0.7668 -1.3559 0.1708
C -1.453129 -1.389628 0.911881 -1.0309 -0.6941 0.8969 -0.4135
C -2.776434 -1.710308 1.639006 0.4014 0.7881 0.0303 -0.4226
C -3.074930 -0.706358 2.766893 -0.2935 -0.2582 -0.2939 -0.0817
O -4.429930 -0.267690 2.686563 0.0248 0.1343 0.1970 -0.5457
C -4.522110 1.100598 2.330570 -0.0305 -0.3602 0.1595 -0.2454
O -0.459076 -2.791026 2.765736 0.4050 0.2466 0.2177 -0.6799
S 0.866725 -2.824233 3.695488 -0.0721 0.4900 0.8721 2.5375
O 1.600949 -4.015069 3.507018 0.2362 0.0468 -0.5502 -0.8756
O 0.488550 -2.451600 5.012532 -0.2852 0.0040 -0.0292 -0.9041
O 1.628456 -1.535730 3.041442 -0.2418 -0.8028 -0.0090 -0.6628
C 0.561907 -0.768872 2.471424 -0.9322 0.9681 0.6484 0.0235
C 0.931644 0.511356 1.781454 0.8579 -0.8848 -0.1463 0.1713
C 2.197752 0.667771 1.244819 0.2231 0.0283 -0.1371 -0.2422
C 2.501591 1.860466 0.619746 -0.2569 0.4037 0.0151 -0.1409
C 1.519444 2.841979 0.562047 0.6278 -0.4357 0.1407 -0.2340
C 0.296760 2.571342 1.140296 -0.4588 0.4452 -0.2277 0.0433
N -0.025733 1.425567 1.736528 0.1515 0.1866 0.0246 -0.4356
H 1.797637 -3.985327 -0.541982 0.2875 0.2061 -0.2435 0.2436
H -1.471417 -1.948766 -0.017074 0.1846 0.0413 -0.1582 0.2284
H -1.438298 -0.324826 0.700685 0.2984 0.1060 -0.0531 0.2421
H -3.563576 -1.575875 0.900700 -0.1733 -0.2000 -0.0002 0.2253
H -2.764723 -2.735192 1.994581 -0.1885 -0.1153 -0.0429 0.2217
H -2.409805 0.150455 2.650271 0.0842 0.1151 0.1658 0.1772
H -2.921289 -1.145384 3.751859 0.0718 -0.0260 0.0710 0.1927
H -4.087236 1.252640 1.339775 0.0440 0.2644 -0.0432 0.1599
H -4.021843 1.719281 3.078189 0.1660 0.1453 -0.0915 0.1691
H -5.569638 1.386075 2.319195 -0.1239 -0.1211 -0.0893 0.1925
H -0.080143 -0.458174 3.303239 -0.1517 0.0103 -0.0637 0.2288
H 2.927368 -0.123054 1.322289 0.0051 -0.1239 0.0396 0.2400
H 3.474688 2.059060 0.197841 0.1026 -0.1634 -0.0671 0.2261
H 1.749073 3.784803 0.094398 -0.2510 0.1523 -0.0484 0.2286
H -0.474046 3.330082 1.104137 -0.1503 -0.0193 0.0685 0.1955
O 0.811322 2.051806 -2.513312 0.1577 0.2411 -0.0866 -0.9437
S 1.189155 0.776288 -3.039624 -0.2723 -0.6406 -0.0652 2.3888
O 2.500541 0.257761 -2.799785 0.1253 0.2067 0.1470 -0.9375
O 0.890851 0.718513 -4.598456 -0.0633 0.1130 0.0221 -0.7211
C 1.455542 1.754673 -5.433353 0.2366 0.3419 -0.2828 -0.0768
C 2.937867 1.562567 -5.680862 0.0564 -0.1000 0.1892 -0.6412
C 0.002644 -0.428112 -2.555938 -0.0718 -0.0116 0.0291 -0.8902
H 1.245340 2.730812 -4.993352 -0.0313 -0.0661 0.1218 0.1979
H 0.905687 1.693064 -6.369978 -0.1166 -0.1360 0.0761 0.1971
H 3.514215 1.688580 -4.765750 -0.0101 0.0208 0.0006 0.2275
H 3.288576 2.293803 -6.409369 -0.0614 0.0025 -0.0354 0.2186
H 3.136334 0.560437 -6.059940 -0.0168 0.0159 -0.0607 0.2189
H -0.993458 -0.045013 -2.760777 0.0092 0.0188 -0.0129 0.2503
H 0.138210 -0.597065 -1.489253 0.0651 0.0153 0.0032 0.2563
H 0.192229 -1.345244 -3.106700 0.0279 -0.0074 0.0116 0.2557